Molecular formula: C38H46BrO10P
Method: DFT, ωB97M-V/def2-TZVPD

Computed properties:
LUMO level   -1.6 eV
E   -5143.29351 Ha
Kohn-Sham gap   8.4 eV
Maximum force   0.80 eV/Å
SMILES   CCCCCCCCCCCCCCCCC1=C(P(O)Br)C(=O)OC1=O.O=C1C=CC(=O)C=C1.O=C1C=CC(=O)C=C1.O=C1C=CC(=O)C=C1
E_HOMO   -9.94 eV

Structure (ORCA input):
```
! RIJCOSX wB97M-V def2-TZVPD def2/J DEFGRID3
* xyz 0 1
C 1.538 -5.598 1.543
C 2.267 -4.765 2.599
C 3.061 -3.574 2.038
C 2.241 -2.272 1.949
C 1.531 -2.078 0.602
C 0.235 -1.242 0.676
C -0.961 -1.965 0.063
C -2.212 -1.107 -0.081
C -2.731 -0.531 1.234
C -4.144 0.077 1.103
C -5.172 -0.421 2.140
C -6.573 -0.595 1.549
C -7.710 -0.339 2.539
C -9.076 -0.252 1.833
C -10.194 -0.928 2.624
C -11.588 -0.763 1.950
C -12.059 -2.049 1.379
C -12.613 -3.117 1.956
P -13.216 -3.131 3.674
O -12.028 -3.933 4.451
Br -14.758 -4.722 3.403
C -12.562 -4.194 0.928
O -12.317 -5.340 1.084
O -12.538 -3.582 -0.320
C -12.120 -2.290 -0.106
O -12.049 -1.489 -0.973
H 0.985 -6.416 2.012
H 0.804 -5.005 0.994
H 2.241 -6.040 0.834
H 1.531 -4.410 3.327
H 2.949 -5.436 3.128
H 3.919 -3.409 2.695
H 3.470 -3.824 1.056
H 1.501 -2.286 2.754
H 2.937 -1.442 2.104
H 2.217 -1.643 -0.125
H 1.279 -3.069 0.212
H 0.034 -0.969 1.716
H 0.395 -0.301 0.138
H -0.662 -2.314 -0.931
H -1.183 -2.860 0.657
H -3.006 -1.721 -0.521
H -2.034 -0.285 -0.783
H -2.730 -1.297 2.016
H -2.056 0.261 1.571
H -4.093 1.168 1.116
H -4.531 -0.197 0.114
H -5.206 0.282 2.977
H -4.800 -1.372 2.529
H -6.689 -1.606 1.148
H -6.694 0.114 0.723
H -7.744 -1.134 3.291
H -7.523 0.609 3.052
H -9.338 0.793 1.650
H -8.994 -0.755 0.862
H -9.951 -1.988 2.742
H -10.225 -0.505 3.631
H -12.298 -0.386 2.687
H -11.475 -0.057 1.127
H -12.022 -4.882 4.242
C 4.899 0.264 0.374
C 5.637 1.370 0.418
C 7.047 1.371 -0.050
O 7.722 2.378 -0.018
C 7.600 0.096 -0.573
C 6.862 -1.009 -0.615
C 5.453 -1.012 -0.145
O 4.778 -2.019 -0.186
H 3.868 0.240 0.705
H 5.248 2.312 0.784
H 8.628 0.126 -0.911
H 7.241 -1.951 -0.990
C 6.032 4.593 -1.397
C 6.910 4.981 -2.319
C 6.480 5.251 -3.715
O 7.269 5.608 -4.565
C 5.041 5.070 -4.042
C 4.168 4.678 -3.120
C 4.598 4.410 -1.724
O 3.803 4.048 -0.881
H 6.320 4.386 -0.376
H 7.963 5.109 -2.107
H 4.756 5.274 -5.067
H 3.116 4.536 -3.333
C 12.442 4.963 -3.741
C 13.312 5.355 -4.667
C 12.881 5.628 -6.062
O 13.675 5.983 -6.906
C 11.442 5.449 -6.381
C 10.569 5.058 -5.456
C 11.003 4.784 -4.062
O 10.215 4.425 -3.213
H 12.731 4.756 -2.718
H 14.365 5.493 -4.458
H 11.153 5.656 -7.403
H 9.515 4.927 -5.662
*
```

Löwdin atomic charge list, values in e, 2 entries: -0.113, -0.259


Molecular formula: C38H46CaN4OPS2Si2
Method: DFT, ωB97M-V/def2-TZVPD

Computed properties:
LUMO level   2.3 eV
E   -4164.42689 Ha
Kohn-Sham gap   6.4 eV
Maximum force   1.72 eV/Å
E_HOMO   -4.10 eV

Structure (ORCA input):
```
! RIJCOSX wB97M-V def2-TZVPD def2/J DEFGRID3
* xyz -1 1
Ca 0.659 -1.087 0.883
C -2.804 0.457 3.713
Si -2.289 1.703 2.348
C -3.379 1.116 0.871
C -3.073 3.384 2.869
C -0.428 1.611 2.113
C 0.137 0.900 3.278
C 0.219 1.500 4.547
C 0.766 0.823 5.607
C 1.234 -0.471 5.400
C 1.109 -1.004 4.135
N 0.581 -0.347 3.109
Si 0.660 3.110 1.808
C 0.790 3.735 -0.012
C 0.405 4.744 2.810
C 2.443 2.543 2.242
H -3.869 0.476 3.926
H -2.274 0.665 4.636
H -2.545 -0.551 3.400
H -4.332 0.751 1.248
H -2.912 0.303 0.323
H -3.597 1.904 0.161
H -4.159 3.335 2.906
H -2.799 4.167 2.170
H -2.728 3.692 3.852
H -0.176 2.497 4.664
H 0.826 1.283 6.584
H 1.679 -1.039 6.199
H 1.468 -2.004 3.930
H -0.154 3.735 -0.544
H 1.497 3.138 -0.580
H 1.158 4.756 -0.020
H -0.531 5.223 2.537
H 1.205 5.459 2.635
H 0.369 4.549 3.878
H 2.624 1.533 1.873
H 2.574 2.514 3.321
H 3.217 3.189 1.833
N -0.463 0.985 -0.817
C -1.134 1.253 -2.007
C -2.107 2.231 -2.148
C -2.770 2.369 -3.356
C -2.438 1.563 -4.433
C -1.452 0.599 -4.305
C -0.794 0.440 -3.098
P 0.400 -0.855 -2.601
C 1.888 0.231 -2.508
C 2.910 -0.100 -1.624
C 3.986 0.753 -1.442
C 4.058 1.936 -2.161
C 3.065 2.256 -3.072
C 1.983 1.413 -3.242
C 0.644 -1.631 -4.239
C 1.620 -1.275 -5.160
C 1.654 -1.889 -6.399
C 0.733 -2.872 -6.718
C -0.227 -3.249 -5.793
C -0.270 -2.630 -4.559
H -0.814 1.481 0.002
H 0.534 1.154 -0.887
H -2.334 2.879 -1.313
H -3.532 3.128 -3.463
H -2.958 1.681 -5.375
H -1.195 -0.026 -5.147
H 2.863 -1.038 -1.081
H 4.758 0.499 -0.730
H 4.888 2.610 -2.009
H 3.126 3.174 -3.640
H 1.198 1.677 -3.940
H 2.353 -0.519 -4.915
H 2.399 -1.595 -7.124
H 0.767 -3.352 -7.685
H -0.941 -4.021 -6.035
H -1.008 -2.912 -3.819
S 3.031 -2.322 1.767
C 3.183 -3.765 0.821
C 4.241 -4.593 1.218
N 5.113 -5.249 1.589
C 2.395 -4.150 -0.244
S 1.003 -3.303 -0.844
C 2.711 -5.309 -0.959
N 2.937 -6.245 -1.594
C -2.627 -3.959 2.416
C -3.315 -3.364 1.179
C -2.134 -2.808 0.379
O -1.251 -2.337 1.375
C -1.215 -3.337 2.372
H -2.574 -5.045 2.357
H -3.148 -3.689 3.334
H -3.967 -2.543 1.476
H -3.893 -4.097 0.619
H -2.390 -1.974 -0.274
H -1.654 -3.592 -0.224
H -0.936 -2.857 3.313
H -0.468 -4.105 2.114
*
```

Löwdin atomic charge list, values in e, 2 entries: 1.037, -0.164


Molecular formula: C38H46N5O2ScSi
Method: DFT, ωB97M-V/def2-TZVPD

Computed properties:
LUMO level   -5.1 eV
E   -2949.79179 Ha
Kohn-Sham gap   7.2 eV
Maximum force   0.56 eV/Å
E_HOMO   -12.27 eV

Structure (ORCA input):
```
! RIJCOSX wB97M-V def2-TZVPD def2/J DEFGRID3
* xyz 2 1
Sc -0.102 -1.613 0.085
C -2.027 0.821 0.103
N -2.185 -0.613 0.422
C -2.657 -0.756 1.814
C -2.099 -1.974 2.502
C -2.728 -2.525 3.609
C -2.113 -3.564 4.283
C -0.883 -4.030 3.829
C -0.334 -3.444 2.711
N -0.928 -2.437 2.050
C -3.100 -1.263 -0.537
C -2.483 -1.299 -1.911
C -3.249 -1.263 -3.063
C -2.608 -1.340 -4.289
C -1.225 -1.437 -4.326
C -0.534 -1.448 -3.133
N -1.147 -1.384 -1.944
C 1.537 -0.236 -0.111
C 2.426 0.933 -0.382
C 3.568 1.072 0.663
C 3.935 -0.160 1.412
C 3.070 -1.164 1.497
N 1.837 -1.111 0.790
H -2.884 1.379 0.501
H -2.018 0.935 -0.983
H -3.749 -0.748 1.860
H -2.300 0.116 2.368
H -3.680 -2.132 3.939
H -2.580 -4.005 5.153
H -0.363 -4.831 4.334
H 0.620 -3.774 2.319
H -4.074 -0.763 -0.565
H -3.277 -2.284 -0.185
H -4.325 -1.172 -3.000
H -3.183 -1.314 -5.206
H -0.689 -1.493 -5.263
H 0.548 -1.498 -3.112
H 2.711 0.940 -1.438
H 4.441 1.564 0.239
H 4.887 -0.223 1.922
H 3.246 -2.064 2.069
C -0.053 3.549 2.847
C -0.540 3.965 1.448
C -2.077 4.006 1.499
C 0.010 5.363 1.135
Si -0.021 2.660 0.189
O -0.822 1.230 0.672
C 1.849 2.313 0.122
C 2.692 2.109 1.425
C 3.398 3.306 1.983
C 3.696 4.332 1.189
C 3.294 4.328 -0.222
C 2.453 3.420 -0.717
C -0.584 2.954 -1.574
C -1.342 4.046 -1.999
C -1.707 4.194 -3.332
C -1.319 3.249 -4.268
C -0.566 2.153 -3.869
C -0.205 2.010 -2.538
H -0.495 4.214 3.594
H 1.029 3.633 2.942
H -0.350 2.527 3.101
H -2.394 4.778 2.205
H -2.488 3.060 1.862
H -2.542 4.233 0.538
H -0.370 6.076 1.873
H -0.284 5.725 0.149
H 1.098 5.383 1.185
H 2.111 1.595 2.194
H 3.690 3.302 3.026
H 4.240 5.186 1.570
H 3.682 5.104 -0.869
H 2.157 3.463 -1.759
H -1.651 4.805 -1.294
H -2.287 5.055 -3.639
H -1.593 3.371 -5.308
H -0.246 1.423 -4.603
H 0.392 1.153 -2.239
C -0.539 -6.057 -0.399
N 0.875 -5.706 -0.573
C 1.873 -6.780 -0.699
C 1.197 -4.433 -0.639
C 2.612 -3.985 -0.836
O 0.285 -3.555 -0.531
H -0.631 -7.137 -0.368
H -1.128 -5.669 -1.228
H -0.921 -5.635 0.530
H 1.382 -7.726 -0.498
H 2.675 -6.652 0.024
H 2.285 -6.813 -1.706
H 3.286 -4.771 -1.158
H 2.978 -3.569 0.105
H 2.619 -3.179 -1.568
*
```

Löwdin atomic charge list, values in e, 2 entries: 1.032, -0.244


Molecular formula: C38H46OP2ReSi
Method: DFT, ωB97M-V/def2-TZVPD

Computed properties:
LUMO level (alpha / beta)   -7.2 / -8.2 eV
E   -2600.63473 Ha
Kohn-Sham gap (alpha / beta)   5.9 / 4.6 eV
Maximum force   4.70 eV/Å
Expectation value of S²   3.78
E_HOMO (alpha / beta)   -13.10 / -12.74 eV

Structure (ORCA input):
```
! RIJCOSX wB97M-V def2-TZVPD def2/J DEFGRID3
* xyz 2 4
Re -0.158 0.362 5.329
C -2.205 0.207 5.781
C -1.875 -0.338 4.455
C -2.450 0.368 3.221
C -1.434 1.387 2.686
C -0.328 1.667 3.694
C -0.642 2.309 4.962
C -2.074 2.714 5.280
C -2.913 1.546 5.859
C 1.746 0.065 4.499
H -2.498 -0.514 6.555
H -1.888 -1.432 4.356
H -3.423 0.838 3.435
H -2.628 -0.409 2.458
H -0.972 0.967 1.784
H -1.906 2.318 2.344
H 0.604 1.993 3.222
H 0.114 3.014 5.333
H -2.557 3.139 4.388
H -2.032 3.535 6.015
H -3.107 1.785 6.915
H -3.895 1.483 5.367
H 2.351 -0.546 5.187
H 2.241 1.041 4.340
H 1.641 -0.442 3.529
P 0.097 -2.267 -4.607
P 2.059 0.422 -4.865
C -0.486 -0.683 -5.250
C 0.304 0.429 -5.298
C -0.770 -3.450 -5.715
C -1.959 -3.152 -6.393
C -2.578 -4.122 -7.184
C -2.025 -5.401 -7.302
C -0.830 -5.699 -6.631
C -0.194 -4.729 -5.858
C -0.853 -2.412 -3.027
C -0.481 -1.560 -1.967
C -1.216 -1.567 -0.782
C -2.337 -2.398 -0.651
C -2.681 -3.271 -1.691
C -1.919 -3.305 -2.860
C 2.731 1.190 -6.414
C 2.705 0.403 -7.584
C 3.067 0.956 -8.813
C 3.460 2.300 -8.897
C 3.526 3.071 -7.729
C 3.196 2.508 -6.492
C 2.126 1.822 -3.684
C 3.258 1.894 -2.847
C 3.420 2.982 -1.991
C 2.452 3.996 -1.950
C 1.318 3.906 -2.761
C 1.137 2.808 -3.606
H -1.527 -0.627 -5.589
H -0.086 1.374 -5.706
H -2.419 -2.171 -6.304
H -3.502 -3.874 -7.708
H -2.521 -6.162 -7.910
H -0.396 -6.694 -6.712
H 0.744 -4.953 -5.348
H 0.370 -0.885 -2.085
H -0.923 -0.915 0.044
H -2.940 -2.366 0.261
H -3.550 -3.922 -1.594
H -2.172 -4.011 -3.652
H 2.367 -0.633 -7.533
H 3.028 0.345 -9.718
H 3.711 2.741 -9.865
H 3.824 4.120 -7.787
H 3.271 3.118 -5.590
H 4.007 1.102 -2.888
H 4.305 3.045 -1.360
H 2.587 4.856 -1.287
H 0.562 4.695 -2.742
H 0.235 2.734 -4.208
C -1.341 0.323 9.151
Si 0.401 -0.241 8.616
C 1.584 1.107 9.215
C 0.740 -1.985 9.242
O 0.558 -0.284 6.969
H -1.474 0.189 10.232
H -2.138 -0.238 8.650
H -1.473 1.393 8.941
H 1.652 1.152 10.312
H 2.598 0.946 8.822
H 1.244 2.094 8.869
H -0.047 -2.682 8.916
H 1.696 -2.368 8.858
H 0.786 -2.047 10.339
*
```

Löwdin atomic charge list, values in e, 2 entries: 1.672, -0.248


Molecular formula: C38H47Br2Cl2N4P2SSi2Tl
Method: DFT, ωB97M-V/def2-TZVPD

Computed properties:
LUMO level   3.5 eV
E   -9596.18645 Ha
Kohn-Sham gap   3.8 eV
Maximum force   1.09 eV/Å
E_HOMO   -0.29 eV

Structure (ORCA input):
```
! RIJCOSX wB97M-V def2-TZVPD def2/J DEFGRID3
* xyz -2 1
Tl -0.296 -0.280 -0.548
C 2.855 0.097 1.842
P 1.202 0.588 2.466
C 1.408 0.078 4.247
C 1.462 2.411 2.777
C 2.658 2.884 3.315
C 2.818 4.222 3.638
C 1.776 5.110 3.414
C 0.598 4.662 2.836
C 0.424 3.317 2.505
P -1.064 2.602 1.677
C -2.035 4.155 1.388
C -1.927 2.109 3.263
H 3.069 0.660 0.934
H 2.779 -0.949 1.538
H 3.647 0.225 2.585
H 1.716 -0.966 4.266
H 0.452 0.163 4.769
H 2.148 0.688 4.766
H 3.478 2.197 3.484
H 3.754 4.574 4.056
H 1.885 6.155 3.680
H -0.187 5.382 2.642
H -1.478 4.821 0.725
H -2.283 4.676 2.315
H -2.957 3.868 0.879
H -1.630 2.760 4.086
H -1.672 1.077 3.511
H -3.006 2.185 3.109
C 4.833 1.644 -2.012
Si 2.924 1.635 -1.972
C 2.435 2.927 -0.662
C 2.435 2.414 -3.658
N 2.266 0.157 -1.536
C 2.562 -1.053 -2.124
C 3.199 -1.163 -3.374
C 3.552 -2.379 -3.956
C 3.250 -3.554 -3.292
C 2.597 -3.490 -2.063
C 2.232 -2.282 -1.434
N 1.603 -2.238 -0.212
Si 1.468 -3.567 0.818
C 0.779 -3.047 2.515
C 3.193 -4.276 1.272
C 0.422 -5.053 0.218
H 5.240 2.636 -2.242
H 5.202 0.942 -2.764
H 5.239 1.325 -1.047
H 2.215 3.898 -1.122
H 3.229 3.093 0.072
H 1.544 2.605 -0.114
H 2.489 3.509 -3.638
H 1.410 2.134 -3.918
H 3.080 2.063 -4.468
H 3.427 -0.240 -3.902
H 4.057 -2.397 -4.917
H 3.502 -4.514 -3.732
H 2.359 -4.416 -1.547
H 0.455 -2.006 2.495
H 1.544 -3.148 3.291
H -0.080 -3.652 2.811
H 3.614 -3.737 2.127
H 3.889 -4.162 0.436
H 3.151 -5.340 1.535
H -0.426 -5.260 0.878
H 1.017 -5.968 0.134
H 0.011 -4.836 -0.772
Br -2.808 4.107 -5.695
C -2.280 3.322 -4.035
C -1.031 3.605 -3.530
C -0.746 3.069 -2.282
N -1.571 2.307 -1.579
C -2.783 2.032 -2.093
C -3.173 2.547 -3.334
C -3.710 1.199 -1.296
C -4.845 0.624 -1.875
C -5.666 -0.144 -1.085
Br -7.258 -0.885 -1.813
C -5.370 -0.352 0.245
C -4.217 0.254 0.718
N -3.412 1.014 -0.011
H -0.318 4.215 -4.063
H 0.212 3.276 -1.817
H -4.164 2.369 -3.719
H -5.048 0.725 -2.929
H -5.982 -0.976 0.879
H -3.929 0.108 1.753
Cl -2.097 -2.174 1.198
C -3.170 -3.351 0.494
C -3.708 -4.290 1.355
C -4.542 -5.286 0.874
C -4.819 -5.323 -0.485
C -4.286 -4.367 -1.329
Cl -4.673 -4.505 -3.020
C -3.439 -3.311 -0.897
S -2.835 -2.106 -1.957
H -3.453 -4.237 2.406
H -4.956 -6.033 1.539
H -5.441 -6.104 -0.903
*
```

Löwdin atomic charge list, values in e, 2 entries: 0.619, -0.270